[1]
13
Properties=species:S:1:pos:R:3 method="wB97M-V/def2-TZVPD" gap_ev="7.38 / 7.23" e_homo_ev="-8.14 / -8.46" charge=0 de_lowest_ev=9.366
H 0.8855 1.8765 1.1773
O -1.5806 -0.8180 -1.3793
H 0.3752 -0.5736 -1.2862
H -0.4113 0.7482 -2.0377
N -1.1863 -1.6649 0.6666
C -0.4315 0.0468 -1.2061
H 1.6472 1.7747 -0.4296
Cl 0.7560 -1.2212 2.3657
C 1.0830 1.3117 0.3104
C -0.6453 -0.9065 1.4407
C -0.2811 0.7616 0.1034
H 1.7236 0.3771 0.5990
N -1.9344 -1.7125 -0.3240


[2]
9
Properties=species:S:1:pos:R:3 method="wB97M-V/def2-TZVPD" gap_ev="7.85 / 8.62" e_homo_ev="-9.86 / -9.25" charge=0 de_lowest_ev=4.838
H 1.2991 0.8211 -0.5742
C 1.5342 -0.2279 -0.4072
H 2.3777 -0.5206 -1.1050
C -2.0676 0.4365 0.0249
N -3.1643 0.7563 -0.1931
N -0.8408 0.1712 0.0887
S -0.1081 -1.1257 -0.5420
H 1.8437 -0.3768 0.5712
H -0.8739 0.0660 2.1366


[3]
10
Properties=species:S:1:pos:R:3 method="wB97M-V/def2-TZVPD" gap_ev=11.35 e_homo_ev=-10.57 charge=0 de_lowest_ev=3.884
H -0.9398 -1.2576 1.3863
C -0.5874 0.2677 -0.3443
Cl -1.0524 1.6412 -0.9224
H -1.3453 0.9733 1.5991
H 2.8899 -0.6029 -1.5645
C 0.7882 -0.1345 -0.8176
C -0.4959 0.0190 1.2081
H 0.6152 0.2555 1.5874
Cl -1.8024 -0.9371 -1.0309
C 1.9299 -0.2244 -1.1011


Number 1: E_tot -800.03539 Eh. Number 2: E_tot -586.11661 Eh. Number 3: E_tot -1075.01966 Eh.